(1)
DFT (ωB97M-V/def2-TZVPD) results for a cluster of 2 separate species, C5H10O2 in total.

Properties
**Energy above the lowest of the compared OMol25 structures with the same formula, charge and spin**: 262.8 kJ/mol
**Orbital gap**: 10.46 eV
**2S+1**: 1
**Highest occupied orbital energy**: -10.025 eV
**Total energy**: -346.9253 Eh
**SMILES**: CCC(C=O)C=O.[H][H]

Cartesian coordinates (Å):
C -2.100603 -0.218375 -0.779495
C -0.709007 0.257317 -1.200797
C 0.268747 0.619837 -0.064366
C -0.021996 -0.232025 1.162569
O 0.176253 -1.422053 1.203418
C 1.723958 0.438787 -0.495746
O 2.064847 -0.115565 -1.509439
H -2.728245 -0.331823 -1.668503
H -2.061598 -1.191310 -0.280478
H -2.608716 0.484185 -0.109022
H -0.227005 -0.517667 -1.801548
H -0.806505 1.137293 -1.842662
H 0.167161 1.671784 0.235795
H -0.474986 0.295415 2.025412
H 2.480054 0.876481 0.189304
H 2.464700 -1.408464 1.785258
H 3.103592 -1.030714 1.818785

Cartesian forces, eV/Å:
-0.071 -0.005 0.033
-0.007 -0.007 -0.150
-0.021 -0.007 -0.065
0.067 -0.478 0.075
-0.105 0.592 -0.022
0.093 -0.149 -0.326
-0.135 0.271 0.481
0.075 0.013 0.128
0.014 0.146 -0.057
0.092 -0.027 -0.080
-0.074 0.073 0.053
0.055 -0.081 0.008
-0.062 -0.127 -0.027
0.029 -0.079 -0.034
-0.123 -0.087 -0.081
0.136 0.002 0.023
0.036 -0.050 0.039

---

(2)
DFT (ωB97M-V/def2-TZVPD) results for the molecule C5H10O2.

Properties
**Energy above the lowest of the compared OMol25 structures with the same formula, charge and spin**: 491.1 kJ/mol
**Orbital gap**: 9.95 eV
**2S+1**: 1
**Highest occupied orbital energy**: -9.072 eV
**Total energy**: -346.8384 Eh
**SMILES**: COCC[C@@H]1CO1

Cartesian coordinates (Å):
C -0.648431 -1.111394 1.282451
O 0.703764 -0.335660 1.571115
C 1.662836 -0.293972 0.477442
C 0.896894 0.046153 -0.817591
C -0.317612 0.819354 -0.311877
C -1.478086 1.057803 -1.205627
O -0.598499 2.105146 -0.835806
H -1.002360 -1.344316 0.248426
H -0.403843 -2.016576 1.800464
H -1.494406 -0.573212 1.754876
H 2.434799 0.473971 0.676555
H 2.171845 -1.258970 0.450862
H 1.478253 0.655301 -1.515725
H 0.631254 -0.889819 -1.324146
H -0.110897 0.745601 0.862641
H -2.503962 1.108748 -0.834605
H -1.421547 0.811849 -2.279454

Cartesian forces, eV/Å:
1.377 0.008 0.728
-1.047 -1.632 -0.154
-0.252 -0.360 -0.020
0.073 -0.009 0.021
0.600 0.566 0.459
-0.118 -0.071 0.257
0.201 0.569 -0.436
1.118 0.464 0.649
-0.390 -0.639 0.254
0.962 -0.075 0.002
-0.668 -0.251 0.423
0.011 -0.003 -0.237
0.036 -0.106 0.139
-0.109 0.272 -0.012
-2.157 1.357 -2.756
0.240 0.124 0.122
0.121 -0.213 0.562